[1]
Formula: C26H29N7
Source: the OMol25 dataset
Level of theory: ωB97M-V with the def2-TZVPD basis set

Structure (XYZ):
```
62
Properties=species:S:1:pos:R:3:forces:R:3
C 3.15096 1.58681 0.94612 0.71 -0.85 -0.06
C 2.76240 1.81417 2.24636 0.28 -0.27 1.14
C 3.44267 1.15854 3.30002 0.55 -0.88 -1.55
N 4.38534 0.20447 3.08117 -0.21 1.18 -0.69
C 4.78228 -0.00503 1.79162 -1.54 0.50 1.08
C 4.18362 0.66152 0.71575 -0.04 0.00 0.38
H 2.68091 2.06917 0.10185 -0.17 0.12 0.07
H 1.92428 2.44838 2.49482 0.09 0.32 -0.11
H 3.22230 1.39013 4.33162 -0.15 -0.14 0.10
H 5.52183 -0.78724 1.70431 0.14 0.06 -0.38
H 4.46192 0.44881 -0.30586 0.25 -0.04 -0.03
C -1.67106 3.34649 -1.43412 0.68 0.19 0.30
C -1.25579 2.34118 -0.52962 0.27 1.52 0.56
C -0.27543 2.68165 0.41559 0.53 0.86 -1.68
N 0.44124 3.84395 0.34860 -1.18 -0.71 0.13
C 0.05565 4.77040 -0.54372 -0.87 -0.72 0.16
C -1.02651 4.60298 -1.44417 0.61 -1.35 1.08
H -2.48553 3.16050 -2.11857 -0.06 -0.11 -0.11
H -1.70067 1.36134 -0.43810 -0.26 0.02 -0.27
H 0.00814 1.94998 1.15765 0.12 0.03 0.18
H 0.58146 5.70864 -0.44565 0.14 0.13 -0.36
H -1.32319 5.39915 -2.11088 -0.04 -0.03 -0.01
C 0.95104 -0.64011 -2.66889 -0.92 0.95 -1.08
C 0.03098 -0.07958 -3.56577 2.13 0.22 -0.94
C 0.50148 0.11908 -4.90943 -1.29 -0.72 0.82
N 1.62540 -0.34313 -5.43149 1.36 -1.07 1.91
C 2.47795 -0.93957 -4.51676 -0.65 1.27 0.56
C 2.23023 -0.97172 -3.13673 -1.29 -0.50 -0.28
H 0.62465 -0.75116 -1.64540 0.38 -0.07 0.20
H -0.91105 0.33912 -3.24376 -0.07 -0.12 -0.08
H -0.17476 0.55731 -5.62849 -0.10 0.34 -0.06
H 3.44616 -1.30483 -4.82585 -0.06 0.03 -0.61
H 2.89147 -1.35899 -2.37568 0.56 -0.16 -0.42
C -0.14733 -3.10172 -0.24994 -1.85 0.78 0.48
C -1.46744 -2.61289 -0.08785 1.63 -0.48 0.59
C -1.64095 -1.45623 0.69492 0.78 -1.07 -0.50
N -0.63085 -0.79133 1.24161 1.32 0.19 0.24
C 0.66040 -1.28147 1.12060 -3.15 0.70 -0.06
C 0.86195 -2.43158 0.42363 1.31 -0.88 -0.71
H 0.03187 -3.98023 -0.85204 0.15 -0.09 0.11
H -2.30050 -3.23477 -0.38057 -0.19 0.29 -0.37
H -2.66158 -1.14964 0.87016 0.02 0.47 0.22
H 1.47137 -0.72948 1.57232 -0.09 0.13 0.16
H 1.87103 -2.81365 0.37688 0.18 -0.10 -0.13
C -2.96937 -1.59173 -3.50255 -1.20 0.53 -0.68
C -3.43137 -0.19216 -3.58949 0.37 2.17 0.35
N -3.76771 0.92595 -3.59264 0.58 -2.24 -0.05
H -3.93891 -2.07837 -3.39626 0.28 -0.79 0.34
H -2.27416 -1.79898 -2.68902 -0.22 0.21 -0.04
H -2.56450 -1.90695 -4.46422 0.17 0.08 0.11
C 1.16478 -2.80116 4.41057 -0.82 0.68 0.59
C -0.10028 -3.01723 5.15185 2.41 0.14 -1.19
N -1.07938 -3.13691 5.70670 -1.76 -0.30 1.02
H 1.18659 -3.43766 3.52599 0.27 0.11 0.17
H 2.03576 -2.86677 5.06262 -0.10 -0.59 -0.08
H 1.14207 -1.74356 4.14775 0.01 -0.03 -0.51
C -4.47744 0.75238 2.51995 -0.63 0.02 -0.07
C -4.45971 -0.24918 3.58090 0.25 1.98 -2.19
N -4.47417 -1.05660 4.36517 -0.05 -2.04 2.07
H -3.98039 1.67525 2.81888 0.13 -0.20 -0.12
H -5.52458 0.97539 2.31538 -0.04 0.20 0.06
H -4.09555 0.34886 1.58216 0.33 0.11 0.21
```
Positions in Å, forces in eV/Å.

Values from the calculation:
* E_HOMO: -9.7861 eV
* maximum force: 3.23 eV Å⁻¹
* Kohn-Sham gap: 9.84 eV
* LUMO level: 0.06 eV
* spin multiplicity: 1
* SMILES: c1ccncc1.c1ccncc1.c1ccncc1.c1ccncc1.CC#N.CC#N.CC#N
* relative energy (zero: lowest compared OMol25 entry of this formula, charge and spin): 171.6 kJ/mol
* electronic energy: -37860.248 eV

Now the Mulliken charges, all in e: -0.142, -0.181, -0.384, -0.612, -0.346, -0.435, 0.452, 0.426, 0.399, 0.396, 0.408, -0.420, -0.402, -0.188, -0.373, -0.332, -0.446, 0.462, 0.467, 0.429, 0.376, 0.406, 0.000, -0.607, -0.551, -0.553, -0.346, -0.492, 0.746, 0.634, 0.399, 0.357, 0.363, -0.337, -0.739, -0.004, -0.239, -0.200, -0.512, 0.455, 0.595, 0.141, 0.298, 0.470, -0.596, 0.442, -0.492, 0.376, 0.022, 0.313, -0.373, 0.221, -0.357, 0.157, 0.354, 0.027, -0.578, 0.327, -0.339, 0.226, 0.318, 0.117

[2]
Formula: C23H24NO2PbS4
Source: the OMol25 dataset
Level of theory: ωB97M-V with the def2-TZVPD basis set

Structure (XYZ):
```
55
Properties=species:S:1:pos:R:3:forces:R:3
Pb -0.18260 2.05816 17.62226 -1.20 1.97 -0.49
S 0.65872 -0.22563 18.03899 0.22 -1.68 0.08
C -0.12707 -1.19074 16.71015 0.24 0.08 0.58
C 0.75343 -1.73235 15.77684 0.65 0.31 0.17
C 0.40116 -2.71006 14.87212 0.01 -0.40 -0.33
C -0.91886 -3.11364 14.79329 -1.08 1.18 0.73
C -1.85020 -2.51864 15.68813 0.37 -1.09 -0.36
C -1.46496 -1.64161 16.69131 -0.25 1.06 0.31
S -2.49174 -1.24545 18.14579 1.03 -0.67 0.27
C -4.00967 -0.20779 18.06822 0.30 -1.65 0.69
C -3.97904 1.00880 17.27906 0.13 0.76 -1.05
C -4.02208 2.29313 17.85825 -0.38 -1.18 -1.74
C -4.56673 3.23705 17.00907 -0.47 0.27 -0.40
C -4.81689 2.94113 15.66079 0.22 1.90 0.26
C -4.24978 1.80556 15.12401 -1.32 -1.45 0.85
C -4.09641 1.44209 13.68185 1.55 -0.33 0.69
S -4.27119 2.69681 12.51607 -2.52 0.81 -2.20
C -3.09126 3.97136 12.33291 -1.21 -1.25 -0.77
C -3.14344 4.48127 11.04027 0.48 0.42 -0.45
C -2.40581 5.61206 10.67562 -1.07 -0.76 -0.47
C -1.73063 6.24862 11.69751 -0.34 -0.30 -0.32
C -1.78698 5.70421 12.96072 1.67 1.58 1.11
C -2.39603 4.52783 13.35571 1.39 0.05 1.03
S -2.11252 3.76297 14.91820 0.63 0.63 -0.52
N -4.05143 0.77146 15.95784 0.50 0.55 0.53
H 1.77604 -1.37529 15.80379 0.01 -0.12 0.05
H 1.16673 -3.19648 14.26127 -0.26 0.37 0.04
H -1.26925 -3.77635 14.01401 0.03 -0.22 0.17
H -2.87148 -2.87414 15.70881 -0.08 0.09 -0.21
H -4.03567 -0.00404 19.17047 -0.50 -0.25 -0.95
H -4.81768 -0.87612 17.69028 0.34 0.69 0.61
H -3.70297 2.44269 18.85709 -0.06 0.30 0.86
H -4.78277 4.24075 17.35882 0.02 -0.06 0.00
H -5.19452 3.77028 15.03517 0.29 -0.78 0.24
H -4.81703 0.68676 13.36226 -0.05 0.04 0.16
H -3.09985 1.04084 13.49987 0.00 -0.47 0.60
H -3.77483 3.96746 10.32352 0.15 0.01 -0.07
H -2.46060 5.94432 9.63166 0.23 0.07 0.52
H -1.16214 7.13732 11.50823 0.22 0.35 0.06
H -1.20469 6.23285 13.71117 -0.06 -0.10 0.15
O 9.90559 0.70129 17.65387 0.00 0.00 0.00
C -1.89352 4.74349 20.40663 -0.58 1.30 0.14
C -0.43981 4.25615 20.40706 -0.25 0.55 1.54
C -0.25340 3.75442 21.94661 -0.10 0.32 -1.62
C 0.50581 5.46394 20.15045 -1.19 -0.58 0.67
O -0.24081 3.34644 19.38825 0.24 -1.17 0.23
H -1.97218 5.73564 20.95386 0.06 -1.03 -0.55
H -2.60319 4.06300 20.91723 0.45 0.10 -0.41
H -2.22165 4.91184 19.37122 -0.01 -0.03 0.22
H -0.24507 4.60349 22.64363 -0.10 -0.04 -0.32
H 0.68064 3.23527 22.06108 0.46 -0.41 0.06
H -1.09486 3.10778 22.21306 0.26 -0.08 -0.05
H 0.29580 6.20270 20.94201 0.51 -0.02 -0.40
H 0.26527 5.86183 19.16939 0.05 0.20 -0.10
H 1.51993 5.09359 20.15478 0.41 0.14 0.13
```
Positions in Å, forces in eV/Å.

Values from the calculation:
* E_HOMO (spin up / spin down): -3.5873 / -3.5873 eV
* maximum force: 3.45 eV Å⁻¹
* Kohn-Sham gap (spin up / spin down): 1.77 / 1.77 eV
* LUMO level (spin up / spin down): -1.82 / -1.82 eV
* spin multiplicity: 1
* charge: -1
* relative energy (zero: lowest compared OMol25 entry of this formula, charge and spin): 436.0 kJ/mol
* electronic energy: -78408.581 eV

Now the Mulliken charges, all in e: 1.042, -0.466, 0.023, -0.582, -0.456, -0.617, -0.446, 0.395, -0.114, -0.530, 0.209, -0.796, -0.186, -0.414, 0.274, -0.413, -0.289, 0.838, -1.025, -0.338, -0.665, -0.276, -0.405, -0.243, -0.328, 0.404, 0.328, 0.371, 0.397, 0.310, 0.337, 0.568, 0.372, 0.292, 0.387, 0.284, 0.301, 0.330, 0.369, 0.317, 0.000, -1.486, 1.466, -1.552, -1.563, -0.686, 0.360, 0.340, 0.300, 0.346, 0.404, 0.390, 0.378, 0.367, 0.382

[3]
Formula: C37H49CoO6P2SSi
Source: the OMol25 dataset
Level of theory: ωB97M-V with the def2-TZVPD basis set

Structure (XYZ):
```
97
Properties=species:S:1:pos:R:3:forces:R:3
Co 0.07464 -0.99315 -1.07588 0.93 -2.08 -0.01
O 2.03470 -0.87244 -1.24303 1.93 -0.01 -0.36
P 3.19558 -1.33009 -0.37664 -3.00 1.56 0.15
C 2.36841 -1.83705 1.21677 1.25 0.77 1.26
P 0.98145 -0.63798 1.87157 -0.96 0.30 -3.28
O -0.12176 -1.05176 0.89584 -0.34 0.36 1.60
C 0.39474 -0.94370 3.53413 0.80 -0.59 0.27
C -0.02340 -2.23171 3.87315 0.02 0.02 0.01
C -0.48960 -2.49061 5.15013 -0.08 -0.03 0.00
C -0.53710 -1.46892 6.09096 0.03 0.05 0.00
C -0.11738 -0.18980 5.75568 -0.08 -0.04 -0.03
C 0.35179 0.07635 4.47601 -0.02 0.08 0.11
C 1.29509 1.07175 1.61305 0.49 0.63 -0.06
C 2.38097 1.67035 2.29234 0.19 -0.16 -0.22
C 2.70711 2.99116 2.17184 0.02 0.27 0.02
C 1.92971 3.82226 1.30686 0.24 -0.17 -0.05
C 0.88047 3.33122 0.60251 -0.07 -0.25 0.09
C 0.49732 1.94253 0.71205 -2.01 -1.22 2.79
C 4.19793 0.11739 -0.02897 0.55 -0.39 0.33
C 3.97815 1.27432 -0.76334 -0.06 0.05 -0.15
C 4.74810 2.40062 -0.51729 0.03 0.03 0.00
C 5.73227 2.37639 0.45816 0.03 -0.04 0.01
C 5.95323 1.22273 1.19921 0.03 0.03 -0.05
C 5.18976 0.09378 0.95187 -0.01 0.01 0.02
C 4.15042 -2.56635 -1.22057 0.11 -0.47 0.48
C 3.45585 -3.70111 -1.64840 -0.02 0.03 -0.01
C 4.13161 -4.68120 -2.35421 -0.02 -0.01 -0.05
C 5.48645 -4.53528 -2.62619 0.02 0.02 0.02
C 6.17384 -3.40980 -2.19400 -0.03 -0.02 -0.07
C 5.50696 -2.41924 -1.48824 0.07 -0.02 -0.01
H 3.18184 -1.89553 1.95355 -0.10 -0.23 0.12
H 1.90565 -2.81994 1.12700 -0.13 0.06 -0.16
H 0.00467 -3.02262 3.13245 0.00 0.02 -0.01
H -0.82114 -3.48678 5.41344 0.00 0.01 0.00
H -0.90311 -1.67151 7.08942 0.00 -0.01 0.00
H -0.15958 0.60550 6.48808 0.00 0.00 0.00
H 0.66823 1.07689 4.21007 0.02 -0.03 -0.05
H 2.98645 1.05533 2.95856 0.00 -0.02 -0.05
H 3.54350 3.40440 2.71924 -0.02 0.00 0.00
H 2.18457 4.87123 1.20134 -0.05 0.02 0.10
H 0.30900 3.97866 -0.05518 -0.05 -0.03 0.07
H -0.55832 1.48183 0.11556 0.92 2.42 6.32
H 3.20683 1.28966 -1.52297 -0.05 -0.04 0.05
H 4.57418 3.30326 -1.08778 -0.03 0.00 0.01
H 6.32574 3.26153 0.64756 0.00 0.00 0.01
H 6.72080 1.20499 1.96187 -0.01 -0.01 0.01
H 5.36584 -0.80790 1.52958 0.01 0.00 -0.01
H 2.39069 -3.78876 -1.44954 -0.02 0.01 -0.01
H 3.59893 -5.55576 -2.70361 0.00 0.00 0.01
H 6.00868 -5.30113 -3.18511 0.00 -0.01 0.01
H 7.22675 -3.29768 -2.41596 0.00 0.00 0.00
H 6.04127 -1.53350 -1.16907 -0.04 0.01 0.05
C -4.28221 -1.64184 -1.72551 0.01 0.41 0.04
C -3.06563 -1.99861 -0.88137 -0.11 -0.65 0.03
C -2.59452 -3.38097 -1.30518 0.51 0.09 -0.13
C -3.40741 -2.04515 0.60256 0.06 0.26 0.12
O -1.96973 -1.04965 -1.13127 -1.44 1.24 0.10
Si -2.09662 0.62239 -0.95987 0.80 -0.77 -1.02
S 0.09018 1.34041 -1.14648 -0.42 -1.80 -7.89
O -2.69966 0.97948 0.48398 -0.24 0.25 -0.27
C -3.55846 2.06173 0.88740 -0.32 0.31 0.84
C -3.59680 1.97560 2.41072 0.20 -0.20 0.10
C -4.96924 1.86557 0.34861 0.04 -0.17 -0.38
C -2.99489 3.41452 0.48374 0.27 -0.04 -0.33
O -3.02529 1.18677 -2.15970 0.41 0.30 0.02
C -2.75489 1.40342 -3.55839 -0.62 0.26 -0.68
C -2.19153 2.80249 -3.76125 0.29 0.10 0.30
C -4.12472 1.33412 -4.23370 -0.18 -0.10 0.21
C -1.85069 0.35151 -4.18179 0.27 -0.20 0.30
H -5.04826 -2.40671 -1.59787 0.03 -0.03 0.02
H -4.01629 -1.58606 -2.78122 0.02 -0.08 -0.01
H -4.71528 -0.68104 -1.44389 -0.01 0.03 0.04
H -3.40182 -4.09481 -1.14797 -0.05 -0.01 0.01
H -1.71468 -3.68985 -0.73811 -0.08 0.01 0.01
H -2.30673 -3.39142 -2.35779 -0.04 0.01 0.00
H -4.08698 -2.87696 0.79235 0.03 -0.04 -0.04
H -3.89295 -1.13195 0.94078 0.00 0.06 -0.02
H -2.49881 -2.17654 1.19019 0.03 -0.03 -0.03
H -3.97654 1.00176 2.72556 -0.05 0.01 -0.03
H -4.23219 2.75499 2.83122 -0.01 0.02 -0.03
H -2.58958 2.08067 2.81778 0.01 0.05 -0.04
H -5.32395 0.85640 0.56626 -0.01 0.02 0.09
H -5.00686 2.00655 -0.73291 0.05 0.00 0.00
H -5.64874 2.58313 0.80842 0.02 0.00 0.05
H -1.96771 3.52046 0.83937 -0.04 -0.02 0.06
H -3.59836 4.21450 0.91287 -0.02 -0.02 0.02
H -2.99399 3.53901 -0.60254 -0.02 -0.04 0.00
H -2.82169 3.54008 -3.26153 -0.08 -0.02 -0.06
H -2.14395 3.04237 -4.82386 -0.03 -0.03 -0.01
H -1.18495 2.89116 -3.34851 0.00 -0.07 0.01
H -4.80116 2.06887 -3.79378 0.04 0.05 -0.01
H -4.57230 0.35006 -4.08710 0.03 -0.03 -0.04
H -4.04417 1.52644 -5.30315 0.04 0.01 0.00
H -0.82759 0.41348 -3.80243 -0.04 0.06 0.03
H -1.81414 0.49939 -5.26116 -0.04 0.02 -0.01
H -2.21636 -0.65661 -3.97992 -0.06 0.02 -0.04
O 0.22932 -2.80199 -1.12742 0.22 -0.15 -0.60
```
Positions in Å, forces in eV/Å.

Values from the calculation:
* E_HOMO (spin up / spin down): -4.9549 / -5.0109 eV
* maximum force: 8.10 eV Å⁻¹
* expectation value of S²: 6.035
* Kohn-Sham gap (spin up / spin down): 5.31 / 5.36 eV
* LUMO level (spin up / spin down): 0.36 / 0.35 eV
* spin multiplicity: 5
* relative energy (zero: lowest compared OMol25 entry of this formula, charge and spin): 698.7 kJ/mol
* electronic energy: -126367.580 eV

Now the Mulliken charges, all in e: 0.434, -0.680, 1.565, -1.164, 1.070, -0.441, 0.422, -0.637, -0.793, -0.497, -0.788, -0.270, 0.530, -0.216, -0.902, -1.011, -0.722, 1.050, 0.410, -0.379, -0.625, -0.564, -0.759, -0.393, 0.383, -0.633, -0.799, -0.462, -0.693, -0.468, 0.709, 0.647, 0.364, 0.424, 0.394, 0.438, 0.383, 0.415, 0.440, 0.355, 0.465, -0.765, 0.415, 0.443, 0.414, 0.415, 0.404, 0.359, 0.426, 0.372, 0.408, 0.373, -1.378, 1.438, -1.980, -1.292, 0.418, 0.084, -0.902, 1.008, 1.470, -1.776, -1.537, -1.232, 0.272, 1.729, -1.595, -1.728, -1.229, 0.583, 0.211, 0.165, 0.478, 0.291, 0.407, 0.548, 0.076, 0.087, 0.325, 0.427, 0.328, 0.238, 0.071, 0.563, 0.205, 0.571, 0.058, 0.283, 0.483, 0.185, 0.329, 0.339, 0.442, 0.066, 0.619, 0.212, -0.627

[4]
Formula: C2H4N2
Source: the OMol25 dataset
Level of theory: ωB97M-V with the def2-TZVPD basis set

Structure (XYZ):
```
8
Properties=species:S:1:pos:R:3:forces:R:3
C -1.52992 -0.26828 -0.09227 -2.13 -1.63 -0.21
C 1.76299 0.23772 -0.12397 0.79 0.72 0.24
N -0.53425 0.48398 0.13797 -2.61 -2.74 -0.59
N 0.60643 -0.23823 0.11814 2.96 -1.56 0.10
H -2.49399 0.21644 -0.19507 0.01 0.81 0.17
H 2.44678 -0.61882 -0.10167 0.03 -0.02 -0.18
H -0.58448 1.43208 0.14021 1.06 3.54 0.21
H 0.32645 -1.24490 0.11666 -0.11 0.88 0.25
```
Positions in Å, forces in eV/Å.

Values from the calculation:
* E_HOMO: -8.7566 eV
* maximum force: 3.83 eV Å⁻¹
* Kohn-Sham gap: 9.62 eV
* LUMO level: 0.87 eV
* spin multiplicity: 1
* relative energy (zero: lowest compared OMol25 entry of this formula, charge and spin): 547.0 kJ/mol
* electronic energy: -5113.291 eV

Now the Mulliken charges, all in e: -0.488, -0.381, -0.055, -0.030, 0.168, 0.175, 0.221, 0.390